*P*
ORCA calculation (ωB97M-V/def2-TZVPD) on C2H3NO2S in the gas phase.

Atoms and positions in Å:
1 C 1.402 -0.309 0.025
2 C -1.207 0.795 -0.027
3 N 0.130 -1.031 0.021
4 O 2.422 -0.943 0.134
5 O -0.996 -0.363 -0.558
6 S 1.243 1.395 -0.045
7 H -1.986 1.464 -0.661
8 H -1.275 0.999 1.119
9 H 0.267 -2.007 -0.009

For each atom in turn, the Löwdin charge in e is: -0.9355 -0.1317 0.0375 -0.0071 -0.1232 0.7693 0.1508 0.1125 0.1273

*Q*
ORCA calculation (ωB97M-V/def2-TZVPD) on 2 unconnected molecules or ions with the total composition C2H3NO2S.

Atoms and positions in Å:
1 C 0.361 -1.174 -0.543
2 C -0.060 -0.946 0.678
3 N -0.382 1.838 -0.216
4 O -1.425 1.549 -0.652
5 O 0.458 2.635 -0.363
6 S -0.052 0.418 1.735
7 H 0.428 -2.096 -0.932
8 H 0.944 -0.461 -1.045
9 H -0.272 -1.764 1.339

For each atom in turn, the Löwdin charge in e is: -0.0650 -0.6645 -0.3810 0.1136 0.1190 0.7787 0.0180 0.0450 0.0363

*R*
ORCA calculation (ωB97M-V/def2-TZVPD) on 2 unconnected molecules or ions with the total composition C2H3NO2S.

Atoms and positions in Å:
1 C -2.617 0.974 -0.234
2 C 2.398 -0.261 0.151
3 N -1.582 0.377 -0.405
4 O -3.637 1.604 -0.156
5 O 0.120 -1.406 0.519
6 S 1.061 -0.897 -0.551
7 H 2.304 -0.191 1.264
8 H 3.091 0.151 -0.595
9 H -1.140 -0.352 0.007

For each atom in turn, the Löwdin charge in e is: -0.3462 -0.2753 0.1833 0.1073 -0.5886 0.9059 0.0578 0.0236 -0.0677

*S*
ORCA calculation (ωB97M-V/def2-TZVPD) on C2H3NO2S in the gas phase.

Atoms and positions in Å:
1 N 0.454 1.312 0.300
2 C 0.580 0.061 -0.067
3 S 2.057 -0.728 -0.392
4 C -0.980 -0.480 -0.324
5 O -1.975 0.191 -0.625
6 O -0.962 -1.886 0.272
7 H -0.440 1.707 -0.223
8 H 1.303 1.886 0.525
9 H -0.037 -2.063 0.534

SMILES: NC(=S)C(=O)O

For each atom in turn, the Löwdin charge in e is: 0.0528 -0.7987 0.6034 -0.2812 0.0884 -0.0113 0.1719 0.1354 0.0393

Ordering by calculated energy gives the sequence *S*, *R*, *P*, *Q*, with the first entry being the most stable.

*P*
ORCA calculation (ωB97M-V/def2-TZVPD) on C3H6N2 in the gas phase.

Atoms and positions in Å:
1 C -0.871 -1.076 -0.005
2 N 0.331 -1.488 -0.143
3 C 1.161 -0.268 0.086
4 C 0.209 0.944 -0.147
5 N -1.113 0.277 0.041
6 H -1.786 -1.725 -0.090
7 H 1.586 -0.339 1.097
8 H 2.153 -0.249 -0.620
9 H 0.187 1.688 0.780
10 H 0.171 1.552 -1.126
11 H -2.028 0.684 0.128

SMILES: C1=NCCN1

For each atom in turn, the Löwdin charge in e is: -0.2894 0.0043 -0.2263 -0.1777 -0.0382 0.1288 0.0914 0.1409 0.1306 0.1194 0.1161

*Q*
ORCA calculation (ωB97M-V/def2-TZVPD) on 2 unconnected molecules or ions with the total composition C3H6N2.

Atoms and positions in Å:
1 C -0.523 -0.087 0.508
2 C 1.757 -0.779 -0.439
3 C -1.155 1.006 -0.264
4 N -0.602 -0.346 1.886
5 N -1.169 -1.181 1.164
6 H 2.070 -1.419 0.360
7 H 2.194 0.197 -0.509
8 H 1.388 -1.236 -1.334
9 H -0.640 1.948 -0.074
10 H -2.205 1.110 0.030
11 H -1.115 0.788 -1.329

For each atom in turn, the Löwdin charge in e is: -0.3689 0.0777 -0.0860 0.0973 0.1094 -0.0139 -0.0179 -0.0180 0.0735 0.0768 0.0700

*R*
ORCA calculation (ωB97M-V/def2-TZVPD) on C3H6N2 in the gas phase.

Atoms and positions in Å:
1 H -2.896 -0.278 -0.407
2 N -1.981 0.175 -0.294
3 C -1.079 -0.729 -0.112
4 C 0.370 -0.375 0.090
5 C 0.792 1.064 0.050
6 N 1.211 -1.344 0.266
7 H 2.160 -0.969 0.377
8 H -1.311 -1.807 -0.091
9 H 1.424 1.277 0.917
10 H 1.370 1.240 -0.861
11 H -0.060 1.746 0.067

SMILES: [H]/N=C/C(C)=N/[H]

For each atom in turn, the Löwdin charge in e is: 0.0510 0.0954 -0.1869 -0.4122 -0.0614 0.1246 0.0538 0.1086 0.0805 0.0852 0.0614

*S*
ORCA calculation (ωB97M-V/def2-TZVPD) on 2 unconnected molecules or ions with the total composition C3H6N2.

Atoms and positions in Å:
1 C -1.548 -0.263 0.246
2 N -0.296 -0.158 0.614
3 C 0.667 0.708 0.227
4 C 1.948 0.591 0.796
5 N 3.005 0.478 1.272
6 H -1.952 0.456 -0.455
7 H -2.152 -1.048 0.674
8 H -0.387 -0.858 -2.150
9 H 0.029 -0.861 1.274
10 H 0.284 -0.546 -2.042
11 H 0.403 1.501 -0.457

For each atom in turn, the Löwdin charge in e is: -0.0244 -0.0927 -0.2004 -0.2748 0.1089 0.0730 0.0682 0.0375 0.1668 0.0343 0.1035

Ordering by calculated energy gives the sequence *R*, *P*, *S*, *Q*, with the first entry being the most stable.

*P*
ORCA calculation (ωB97M-V/def2-TZVPD) on C3H6N2 in the gas phase.

Atoms and positions in Å:
1 C 1.815 -0.017 0.026
2 N 0.987 -0.912 -0.011
3 N -0.283 -0.663 -0.623
4 C -1.533 -0.529 0.237
5 C -0.616 0.687 0.016
6 H 1.813 0.812 -0.838
7 H 2.809 -0.304 0.660
8 H -1.390 -0.908 1.227
9 H -2.408 -0.819 -0.569
10 H -0.948 1.339 -0.857
11 H -0.247 1.316 0.732

SMILES: C=NN1CC1

For each atom in turn, the Löwdin charge in e is: -0.1433 -0.0909 -0.1078 -0.1057 -0.1934 0.1274 0.1141 0.0780 0.1574 0.1055 0.0587

*Q*
ORCA calculation (ωB97M-V/def2-TZVPD) on 3 unconnected molecules or ions with the total composition C3H6N2.

Atoms and positions in Å:
1 C 1.136 -0.071 -0.118
2 C -0.287 0.052 -0.396
3 N -0.985 -1.030 -0.027
4 C -0.842 1.404 -0.272
5 N -1.322 2.446 -0.126
6 H 1.778 0.804 -0.138
7 H 0.670 -0.683 1.482
8 H 1.567 -1.047 -0.311
9 H 0.391 0.001 -1.439
10 H -1.985 -0.842 0.011
11 H -0.120 -1.034 1.333

For each atom in turn, the Löwdin charge in e is: -0.0046 -0.6761 0.0245 -0.1597 0.1596 0.0946 0.0999 0.0861 0.2065 0.0640 0.1053

Ordering by calculated energy gives the sequence *P*, *Q*, with the first entry being the most stable.

*P*
ORCA calculation (ωB97M-V/def2-TZVPD) on C3H6N2 in the gas phase.

Atoms and positions in Å:
1 H 2.667 -1.091 -0.090
2 N 1.703 -0.773 -0.274
3 N 1.418 0.149 0.533
4 C 0.111 0.616 0.475
5 C -0.700 0.403 -0.804
6 C -1.073 -0.372 0.390
7 H -0.024 1.526 1.040
8 H -0.035 -0.160 -1.526
9 H -1.329 1.228 -1.112
10 H -1.967 -0.123 0.944
11 H -0.772 -1.404 0.425

SMILES: [H]/N=N/C1CC1

For each atom in turn, the Löwdin charge in e is: 0.0601 0.0533 -0.0478 -0.3383 -0.1265 -0.1088 0.1194 0.1053 0.0961 0.0959 0.0912

*Q*
ORCA calculation (ωB97M-V/def2-TZVPD) on C3H6N2 in the gas phase.

Atoms and positions in Å:
1 C 0.103 0.545 -1.566
2 N 0.035 0.187 -0.123
3 C -0.732 -0.391 1.094
4 C 0.459 -1.055 1.647
5 N 1.570 -1.371 1.719
6 H 1.169 0.794 -1.748
7 H -0.452 1.449 -1.857
8 H -0.106 -0.247 -2.295
9 H 0.653 0.832 0.328
10 H -1.116 0.338 1.852
11 H -1.555 -1.123 1.002

SMILES: CNCC#N

For each atom in turn, the Löwdin charge in e is: -0.1128 -0.1204 -0.1506 -0.2540 0.1308 0.0819 0.0603 0.0687 0.0747 0.1107 0.1106

*R*
ORCA calculation (ωB97M-V/def2-TZVPD) on 2 unconnected molecules or ions with the total composition C3H6N2.

Atoms and positions in Å:
1 C -1.662 -0.699 -0.453
2 C 0.969 0.456 0.265
3 C 2.135 -0.121 0.471
4 N 0.470 1.626 0.292
5 N -0.470 2.276 0.146
6 H -1.672 0.433 -0.354
7 H -1.013 -1.000 -1.266
8 H -2.675 -1.019 -0.680
9 H -1.348 -1.187 0.462
10 H 3.038 0.425 0.725
11 H 2.227 -1.193 0.390

For each atom in turn, the Löwdin charge in e is: -0.0739 -0.1780 0.0277 -0.1064 0.1775 0.0070 0.0133 0.0111 0.0129 0.0581 0.0506

*S*
ORCA calculation (ωB97M-V/def2-TZVPD) on C3H6N2 in the gas phase.

Atoms and positions in Å:
1 H -2.371 -0.903 -0.959
2 N -2.520 -0.153 -0.075
3 C -1.218 0.175 0.129
4 N -0.085 -0.224 -0.608
5 C 1.106 0.592 -0.199
6 C 1.251 -0.773 0.151
7 H -1.152 0.875 1.126
8 H 0.876 1.405 0.480
9 H 1.542 1.367 -1.027
10 H 0.699 -0.739 1.048
11 H 1.872 -1.624 -0.067

SMILES: [H]/N=C\N1CC1

For each atom in turn, the Löwdin charge in e is: 0.1016 0.0255 -0.3530 -0.0709 -0.2446 -0.0265 0.1488 0.0778 0.1566 0.0767 0.1080

Ordering by calculated energy gives the sequence *P*, *Q*, *R*, *S*, with the first entry being the most stable.